This record from OMol25 describes 5 unconnected molecules or ions with the total composition C14H30N2O10. The level of theory is the ωB97M-V functional and the def2-TZVPD basis.

```
! wB97M-V def2-TZVPD RIJCOSX def2/J DEFGRID3
* xyz -1 2
C -2.319 1.906 3.683
H 4.390 -0.506 -1.763
H -1.213 0.123 4.162
O -1.431 0.817 -1.294
H 1.467 -0.030 0.968
N -1.470 -3.932 4.377
O -3.421 1.581 4.542
H -2.367 -0.077 3.006
H 0.477 -3.393 4.078
N 0.697 -2.068 1.314
H -0.062 2.465 -5.050
C 5.568 -2.786 -5.872
H -5.390 3.124 6.603
H -1.553 3.310 -5.400
O 2.289 -1.342 -3.764
O -2.362 -3.385 3.739
O 4.512 -1.504 -4.237
C -0.276 -3.152 4.828
H 0.060 -0.580 -0.022
O -1.597 -5.045 4.728
H -0.976 0.814 2.418
H -4.111 1.939 7.012
H -1.212 1.711 -6.067
C 1.004 -0.865 0.442
C -0.847 2.954 -0.654
C -1.659 1.625 -3.913
H -1.148 0.666 -3.827
H 3.445 -2.002 -5.920
H -0.010 3.523 -1.057
H 2.953 0.342 -1.983
H -1.666 2.520 4.304
H -0.459 -2.078 4.824
O -1.562 2.467 -2.833
C -1.137 2.329 -5.172
H 4.582 0.759 -2.894
H 0.111 -3.537 5.771
H 6.115 -3.200 -5.024
O -4.149 3.763 4.698
H 6.121 -1.884 -6.136
H 1.682 -1.194 -0.346
C 4.269 -2.382 -5.318
C 3.846 0.042 -2.532
O -0.464 -2.436 1.455
H -2.585 2.572 2.862
H -0.631 2.521 0.323
H -5.674 1.484 6.101
O 1.602 -2.704 1.800
C -1.606 0.648 3.292
H 5.594 -3.476 -6.715
C -1.328 1.961 -1.611
C -4.884 2.210 6.292
H 3.804 -3.308 -4.980
H -1.728 3.593 -0.586
C -4.019 2.609 5.113
H -2.680 1.462 -4.255
C 3.409 -0.973 -3.508
*
```

Results
strongest force on any atom: 0.121 Eh/bohr
HOMO-LUMO gap (alpha / beta): 0.097 / 0.235 hartree
E_HOMO (alpha / beta): -0.187 / -3.970 eV

=====

This record from OMol25 describes a single C4H7N3O molecule. The level of theory is the ωB97M-V functional and the def2-TZVPD basis.

```
! wB97M-V def2-TZVPD RIJCOSX def2/J DEFGRID3
* xyz 0 1
N 0.342 2.100 0.240
H -0.878 1.111 -1.058
H 1.730 -1.349 0.824
H -1.529 -2.284 -1.763
H 0.232 -1.181 1.983
H -2.194 -0.532 -1.383
N 1.088 2.371 1.110
C -1.298 -1.291 -1.597
C 0.920 -0.636 1.269
C -0.019 -0.317 0.123
N 1.729 2.941 1.833
O -0.509 -1.436 -0.424
H -0.715 -0.747 -2.329
H 1.297 0.318 1.496
C -0.197 0.930 -0.325
*
```

Results
energy above the lowest of the compared OMol25 structures with the same formula, charge and spin: 104.92 kcal per mole
strongest force on any atom: 0.081 Eh/bohr
HOMO-LUMO gap: 0.327 hartree
E_HOMO: -8.105 eV

=====

This record from OMol25 describes a molecular structure, C30H27N6O9S3SbV. The level of theory is the ωB97M-V functional and the def2-TZVPD basis.

```
! wB97M-V def2-TZVPD RIJCOSX def2/J DEFGRID3
* xyz -1 1
H -2.463 -4.844 -2.765
O 1.195 0.113 1.975
H -1.544 -3.618 -0.995
S -3.781 -0.489 1.103
H -3.376 2.495 -2.354
H -0.992 -2.497 -5.052
C -1.191 -2.961 -4.083
N -2.645 -3.145 -3.958
H -0.719 -3.946 -4.075
C -4.134 3.175 0.882
C -2.501 0.870 1.331
O 1.322 -1.509 -0.056
O 6.320 -4.724 1.966
C 0.892 1.566 -4.228
O 3.019 -5.075 -1.357
C -3.712 2.788 2.243
C -2.923 1.743 2.471
C 2.909 -3.337 0.174
H 2.882 1.272 -5.003
N -0.297 0.787 -0.744
C 3.868 0.602 -0.360
O 2.455 0.656 -0.512
N -1.453 1.548 -0.822
C -2.915 -3.851 -2.698
C -0.659 -2.075 -2.915
C 1.950 0.840 -1.764
H -2.422 -0.051 -2.920
C 2.355 -2.085 0.537
H 4.435 -4.787 0.459
Sb -2.853 -2.206 2.742
H -2.617 1.421 3.460
H -4.085 3.373 3.078
H -3.997 -3.977 -2.607
C -3.277 -1.818 -3.912
H 4.280 -0.308 -0.803
H 4.628 -1.354 2.976
H 0.467 1.898 -5.169
V 0.010 -0.500 0.783
H 0.128 -2.577 -2.372
C 4.154 -1.914 2.183
N 5.892 -3.662 2.383
C 4.669 -3.118 1.760
S -0.680 -2.489 1.461
C -4.890 3.888 -1.713
C -3.875 2.964 -1.513
H -3.099 -2.821 -0.762
C 0.560 1.011 -1.876
H 4.346 1.473 -0.808
C 4.049 -3.830 0.770
C -5.141 4.114 0.667
H -5.630 4.567 1.525
H -5.188 4.154 -2.722
O 3.267 0.713 2.565
N 2.296 -4.244 -0.830
C 2.518 -0.091 2.091
N -1.748 -1.781 -1.958
C -3.495 2.603 -0.224
H 3.817 0.696 -2.816
O 1.127 -4.097 -1.097
H -0.266 -1.134 -3.294
S -2.245 -1.026 4.571
C 2.759 0.904 -2.894
C 0.077 1.453 -3.108
C -2.808 -1.034 -2.650
H -2.999 -1.289 -4.828
H -4.363 -1.951 -3.918
C -5.523 4.469 -0.619
H 4.058 0.605 0.709
H -3.626 -0.890 -1.941
C 3.016 -1.415 1.594
O 6.409 -3.018 3.276
C -2.405 1.633 0.020
C 2.234 1.242 -4.133
H -0.965 1.709 -3.174
O -1.264 0.235 1.482
C -2.326 -3.056 -1.493
H -6.322 5.186 -0.769
*
```

Results
energy above the lowest of the compared OMol25 structures with the same formula, charge and spin: 47.06 kcal per mole
strongest force on any atom: 0.065 Eh/bohr
HOMO-LUMO gap: 0.217 hartree
E_HOMO: -5.006 eV

=====

This record from OMol25 describes a gas-phase ion, C10H8NOS3 (charge -1). The level of theory is the ωB97M-V functional and the def2-TZVPD basis.

```
! wB97M-V def2-TZVPD RIJCOSX def2/J DEFGRID3
* xyz -1 1
C 0.259 0.902 0.390
C -0.209 1.139 1.684
N 0.699 -1.437 0.415
C 0.656 -2.840 -0.072
C -0.901 -1.885 -1.975
H -1.105 -3.752 -0.822
S 0.923 3.602 0.215
H 0.345 -3.497 0.740
C -0.483 3.527 1.592
H 1.681 -3.061 -0.392
C -0.628 -0.656 -1.434
H -1.396 -1.956 -2.851
C -0.727 2.309 2.171
H -0.499 0.174 2.334
H -0.778 0.331 -1.922
H -1.314 2.351 3.122
S 1.645 1.419 -2.145
H 0.109 -3.873 -2.108
C 0.788 1.937 -0.280
C -0.323 -3.116 -1.315
O 2.211 3.816 0.903
C 0.088 -0.456 -0.150
S -1.041 5.023 1.899
*
```

Results
energy above the lowest of the compared OMol25 structures with the same formula, charge and spin: 19.99 kcal per mole
strongest force on any atom: 0.115 Eh/bohr
HOMO-LUMO gap: 0.202 hartree
E_HOMO: -3.989 eV

=====

This record from OMol25 describes 2 unconnected molecules or ions with the total composition C4H12ClNSi. The level of theory is the ωB97M-V functional and the def2-TZVPD basis.

```
! wB97M-V def2-TZVPD RIJCOSX def2/J DEFGRID3
* xyz 0 3
N 0.087 -0.902 0.720
C 0.920 -1.911 0.006
H 1.255 -1.552 -0.922
H 0.861 -1.950 2.408
H -0.488 3.215 -0.620
H 0.439 0.704 -2.002
H -0.864 -1.908 2.373
C 0.066 -1.276 2.170
H 0.612 2.968 -2.053
H 1.048 2.320 -0.420
Si -0.825 0.279 0.033
H 1.864 -1.875 0.617
H -1.522 1.207 0.867
H -1.157 1.251 -2.118
C 0.284 2.570 -1.079
Cl -2.986 -1.189 -1.223
H 0.529 -2.841 -0.003
C -0.264 1.250 -1.501
H 0.143 -0.360 2.747
*
```

Results
energy above the lowest of the compared OMol25 structures with the same formula, charge and spin: 28.43 kcal per mole
strongest force on any atom: 0.104 Eh/bohr
HOMO-LUMO gap (alpha / beta): 0.206 / 0.211 hartree
E_HOMO (alpha / beta): -4.820 / -9.476 eV

=====

This record from OMol25 describes a molecular structure, C57H40NbO8. The level of theory is the ωB97M-V functional and the def2-TZVPD basis.

```
! wB97M-V def2-TZVPD RIJCOSX def2/J DEFGRID3
* xyz -1 1
C 1.977 -2.262 1.338
H -4.993 7.636 3.669
C 2.429 -1.226 0.535
H -3.177 0.213 9.446
C 2.141 2.857 1.849
C -1.121 11.312 -0.751
H -1.828 4.854 4.433
H 4.136 -3.982 -4.727
O -4.822 9.571 2.107
C 1.467 -1.994 2.604
H 4.684 -10.509 -9.831
C -2.722 -0.002 8.489
C 1.498 -1.194 -5.175
C 2.361 0.087 0.992
H -2.420 2.060 7.996
C 2.244 -9.066 -10.816
C 1.701 1.754 2.740
C -2.295 1.035 7.673
C -3.145 8.015 2.647
C -1.703 0.759 6.443
C -1.828 7.597 2.451
C -2.783 9.923 0.992
H -1.098 -0.766 5.068
H 2.394 -11.299 -9.013
C 1.255 -4.724 -7.627
C -0.915 8.358 1.562
C -3.976 7.306 3.508
H 2.002 -9.044 -7.800
C 2.982 4.942 0.214
C 1.394 -0.687 3.061
C -2.451 11.693 -0.601
C -2.194 5.745 3.939
C -2.727 -6.441 7.564
C -3.327 -4.866 9.284
H -0.475 11.855 -1.428
C -0.857 -5.071 -9.401
O -0.487 -1.607 -7.093
C -1.841 -2.994 6.359
H 1.120 -2.803 3.234
H 0.759 -0.415 -5.302
H -0.341 6.126 2.932
C -1.357 6.457 3.095
H -2.675 -7.460 7.206
C 0.271 -3.737 -7.750
C -3.501 6.174 4.152
C -1.552 -0.553 6.025
C -3.013 -2.423 8.964
C -2.273 -5.405 6.764
H 4.281 -8.191 -8.742
H 0.995 -0.480 4.044
C -2.887 -3.821 8.478
C -1.454 9.530 0.828
H 2.544 -0.166 -3.613
C 2.714 2.584 0.606
H -1.865 -5.614 5.785
O -1.320 -3.234 5.287
H 4.225 -1.957 -3.318
H -4.311 11.303 0.389
H -1.362 1.567 5.810
C -3.678 9.202 1.932
C 1.438 -2.341 -5.962
H 3.310 5.754 -0.421
H 3.593 3.418 -1.165
C 2.365 -4.565 -6.654
H 1.528 4.386 3.222
O 3.226 -5.409 -6.543
O 0.246 8.021 1.434
H -2.841 12.531 -1.165
C 2.500 -1.056 -4.228
H 2.023 -3.281 0.977
C 1.186 -5.875 -8.410
H 1.228 -9.468 -10.754
H -3.593 -6.983 9.454
H -4.150 5.621 4.817
C -0.623 10.233 -0.039
C 3.399 -3.201 -4.853
H 0.409 9.933 -0.158
H 2.731 -9.591 -11.642
H 2.260 6.239 1.768
O 3.372 0.944 -0.946
C 2.860 1.186 0.129
H -1.684 -5.212 -10.085
C -1.987 -1.596 6.835
C 0.132 -6.044 -9.294
H 1.943 -6.646 -8.335
H 2.234 -7.989 -10.976
C 2.396 -3.343 -5.807
H -1.552 -3.160 -8.723
Nb 3.312 -9.726 -8.899
C 2.395 5.215 1.446
C 1.829 0.358 2.254
C -2.347 -4.092 7.219
C 1.981 4.175 2.263
C -2.565 -1.321 8.076
C -3.247 -6.172 8.827
H -3.735 -4.656 10.262
H 0.081 -6.941 -9.897
C 3.142 3.630 -0.206
O 1.236 1.992 3.840
C 0.340 -2.490 -6.950
H 4.099 -10.403 -7.399
O -3.477 -2.187 10.062
C -0.786 -3.918 -8.636
H 2.829 -1.435 -0.447
C 3.447 -2.063 -4.063
C -3.280 11.004 0.271
*
```

Results
energy above the lowest of the compared OMol25 structures with the same formula, charge and spin: 0.00 kcal per mole
strongest force on any atom: 0.046 Eh/bohr
HOMO-LUMO gap: 0.159 hartree
E_HOMO: -4.737 eV